A structure of composition C29H45As3N3O4PdS in a non-equilibrium geometry. Source: OMol25; level of theory: the ωB97M-V functional and the def2-TZVPD basis.

Last column: Mulliken spin population.
Geometry (Å):
1 Pd 0.0957 -0.5515 0.1092  1.214
2 C -2.9132 -2.2165 1.2903  0.005
3 As -1.2357 -2.6994 0.4498  0.188
4 C -0.5314 -4.0334 1.6814  0.004
5 C -1.9650 -3.6941 -1.0853  0.034
6 C -1.1023 -4.2833 -2.2102  -0.074
7 C -2.0594 -5.0953 -3.0980  0.049
8 C -0.4588 -3.2002 -3.0965  0.050
9 As 0.5504 -1.6872 -2.3126  0.170
10 C 1.0009 -0.7193 -3.9392  0.037
11 C 2.2805 -2.5244 -1.9581  -0.002
12 C -0.0591 -5.2376 -1.5933  0.143
13 As 0.6777 -6.6044 -2.8013  0.789
14 C 2.1778 -6.0547 -3.8834  0.028
15 C 1.0563 -8.2377 -1.8580  0.021
16 H -3.6273 -3.0362 1.2220  0.003
17 H -3.3183 -1.3305 0.8050  0.001
18 H -2.7080 -1.9872 2.3335  0.002
19 H -1.2413 -4.8461 1.8360  0.005
20 H -0.3590 -3.5354 2.6352  0.000
21 H 0.4158 -4.4365 1.3249  -0.004
22 H -2.6715 -2.9893 -1.5351  -0.002
23 H -2.5736 -4.4916 -0.6480  0.003
24 H -2.9059 -4.4815 -3.4069  0.004
25 H -2.4582 -5.9632 -2.5681  0.002
26 H -1.5684 -5.4402 -4.0134  -0.042
27 H -1.2595 -2.7331 -3.6771  0.003
28 H 0.1983 -3.6665 -3.8385  0.009
29 H 1.6491 -1.3235 -4.5737  0.007
30 H 1.5113 0.2028 -3.6646  -0.002
31 H 0.0944 -0.4596 -4.4825  -0.002
32 H 2.5399 -3.2133 -2.7629  -0.002
33 H 2.2825 -3.0443 -1.0000  -0.002
34 H 3.0472 -1.7510 -1.9121  0.000
35 H -0.5190 -5.8265 -0.7956  -0.004
36 H 0.7954 -4.7090 -1.1624  -0.028
37 H 1.9007 -5.2014 -4.4971  -0.004
38 H 2.4645 -6.8926 -4.5166  0.000
39 H 3.0163 -5.7913 -3.2357  0.033
40 H 0.1455 -8.5904 -1.3788  0.000
41 H 1.8236 -8.0566 -1.1027  0.037
42 H 1.4189 -8.9740 -2.5727  0.000
43 C -0.2941 3.0278 -7.1858  0.000
44 C -0.2768 2.7884 -5.7089  0.006
45 C -1.2839 2.0508 -5.0868  0.001
46 C -1.2865 1.8543 -3.7157  0.007
47 C -0.2743 2.4172 -2.9528  0.000
48 C 0.7347 3.1716 -3.5445  0.004
49 C 0.7362 3.3384 -4.9151  0.002
50 S -0.3301 2.2511 -1.2143  -0.029
51 O -1.3853 1.3170 -0.8813  0.027
52 O -0.2412 3.5253 -0.5804  0.018
53 N 0.9926 1.2923 -0.7753  0.408
54 C 2.1296 1.6989 -0.2455  0.050
55 C 2.7151 2.9824 -0.3519  0.181
56 C 3.9661 3.2336 0.1881  -0.025
57 C 4.6628 2.2575 0.8740  0.291
58 C 4.0941 0.9685 1.0861  0.000
59 C 4.7122 -0.0239 1.8717  0.023
60 C 4.0496 -1.2050 2.0977  -0.010
61 C 2.7854 -1.3867 1.5334  0.002
62 N 2.2035 -0.4850 0.7601  0.167
63 C 2.8376 0.6850 0.5337  0.091
64 H -0.9187 2.3013 -7.7016  0.000
65 H 0.7111 2.9856 -7.6033  0.000
66 H -0.6939 4.0215 -7.3972  0.001
67 H -2.0862 1.6374 -5.6848  0.000
68 H -2.0785 1.2947 -3.2361  -0.005
69 H 1.5039 3.6407 -2.9458  -0.002
70 H 1.5186 3.9239 -5.3807  0.000
71 H 2.1645 3.7641 -0.8537  0.012
72 H 4.4062 4.2148 0.0737  0.005
73 H 5.6415 2.4680 1.2856  0.001
74 H 5.6868 0.1600 2.3057  0.002
75 H 4.4763 -1.9858 2.7107  0.000
76 H 2.2225 -2.2926 1.7238  0.001
77 N -0.9274 2.8280 4.0615  0.001
78 C -1.1079 1.3493 3.8941  0.006
79 C -0.3418 0.9882 2.6078  -0.021
80 O -0.4718 -0.2063 2.2167  0.109
81 O 0.3072 1.8979 2.0907  0.002
82 H -0.5501 3.0933 4.9704  0.000
83 H -1.7900 3.3506 3.9097  0.000
84 H -0.2481 3.0631 3.2997  0.000
85 H -2.1650 1.1153 3.8087  -0.001
86 H -0.6937 0.8304 4.7545  0.000

Summary:
- Kohn-Sham gap (spin up / spin down): 7.151 / 5.603 eV
- <S²>: 6.049
- M: 862.95 g/mol
- ΔE to the lowest compared entry with this formula, charge and spin: 11.4 kcal/mol
- Spin multiplicity: 5
- HOMO level (spin up / spin down): -0.5364 / -0.5749 hartree
- E_LUMO (spin up / spin down): -7.44 / -10.04 eV
- Total charge: +3

A cluster of 2 separate species, C5H14 in total in a non-equilibrium geometry. Source: OMol25; level of theory: the ωB97M-V functional and the def2-TZVPD basis.

Last column: Mulliken charge in e.
Geometry (Å):
1 C 0.0363 3.0590 -1.2958  -0.785
2 C -0.2573 1.8150 -2.1872  -0.732
3 H 1.0441 2.8463 -0.8561  0.222
4 H 0.0778 3.8842 -1.9778  0.308
5 H -0.6216 3.0156 -0.4503  0.280
6 H -0.3322 0.7864 -1.7857  0.155
7 H 0.6739 1.7911 -2.7761  0.228
8 H -1.0898 1.9272 -2.8786  0.322
9 C 0.5258 -1.8763 1.6332  -0.243
10 C 0.6466 -1.7596 0.0883  -0.921
11 C -0.9052 -1.6889 2.1601  -1.076
12 H 0.6792 -2.9327 1.9181  0.218
13 H 1.2805 -1.1761 2.0100  0.333
14 H 0.4930 -0.6839 -0.0961  0.065
15 H -1.2657 -2.5345 2.7533  0.310
16 H -0.9132 -0.7849 2.7869  0.275
17 H -0.0978 -2.4019 -0.3648  0.393
18 H 1.6972 -1.9432 -0.1586  0.314
19 H -1.6716 -1.3428 1.4771  0.334

Summary:
- Kohn-Sham gap: 12.106 eV
- M: 74.17 g/mol
- SMILES string: CCC.CC
- ΔE to the lowest compared entry with this formula, charge and spin: 23.2 kcal/mol
- HOMO level: -0.4077 hartree
- E_LUMO: 1.01 eV

A cluster of 2 separate species, C3H9NS in total in a non-equilibrium geometry. Source: OMol25; level of theory: the ωB97M-V functional and the def2-TZVPD basis.

Last column: Mulliken charge in e.
Geometry (Å):
1 C -1.7349 0.3314 -1.3690  -0.720
2 C -0.2981 1.2744 0.9454  -0.952
3 C 2.0326 -0.8035 -0.2071  -1.002
4 N -1.2426 -1.3591 0.6827  -0.574
5 S -0.6633 -0.2320 -0.1635  0.474
6 H -1.8539 -0.3165 -2.2220  0.271
7 H -1.6399 1.4391 -1.5712  0.265
8 H -1.0955 1.7287 1.4288  0.403
9 H 0.3020 0.8266 1.6914  0.294
10 H 0.2939 1.9191 0.2339  0.319
11 H 2.8542 -0.3987 -0.8757  0.266
12 H 2.0906 -0.5632 0.8280  0.354
13 H 1.5252 -1.6605 -0.3033  0.350
14 H -0.5704 -2.1859 0.9016  0.254

Summary:
- Kohn-Sham gap (spin up / spin down): 7.588 / 8.030 eV
- M: 91.18 g/mol
- ΔE to the lowest compared entry with this formula, charge and spin: 153.1 kcal/mol
- HOMO level (spin up / spin down): -0.3017 / -0.2915 hartree
- E_LUMO (spin up / spin down): -0.62 / 0.10 eV

The molecule C5H7NS in a non-equilibrium geometry. Source: OMol25; level of theory: the ωB97M-V functional and the def2-TZVPD basis.

Last column: Mulliken charge in e.
Geometry (Å):
1 C -1.2539 -0.8885 0.0934  -0.851
2 C 0.2400 -0.3906 0.0621  0.528
3 C 0.6670 0.9500 0.0728  -0.614
4 C 1.9622 1.1085 0.0336  -0.274
5 C 1.3133 -1.2126 -0.0401  -0.571
6 H -2.0031 0.7640 -1.0072  0.263
7 H -2.2508 0.9172 0.6807  0.275
8 H -1.5933 -1.0252 1.1181  0.330
9 H -1.3296 -1.5267 -0.5944  0.547
10 H -0.0746 1.7780 0.0694  0.207
11 H 2.5544 1.9638 -0.1267  0.439
12 H 1.2457 -2.2179 -0.0891  0.521
13 N -2.2796 0.1778 -0.2075  -0.657
14 S 2.8022 -0.3978 -0.0651  -0.142

Summary:
- Kohn-Sham gap: 9.834 eV
- M: 113.18 g/mol
- SMILES string: NCc1ccsc1
- ΔE to the lowest compared entry with this formula, charge and spin: 37.6 kcal/mol
- HOMO level: -0.3289 hartree
- E_LUMO: 0.88 eV

The molecule C4H8O2. Source: OMol25; level of theory: the ωB97M-V functional and the def2-TZVPD basis.

Last column: Mulliken charge in e.
Geometry (Å):
1 C -1.0042 0.1734 -1.0538  -1.460
2 C -0.1165 0.4604 0.1404  0.963
3 O 0.0944 1.8161 0.4343  -0.550
4 C -0.0141 -0.5127 1.2921  -0.865
5 C 1.0986 -0.4022 0.2917  -0.191
6 O 1.2641 -1.4725 -0.5894  -0.552
7 H -2.0700 0.2957 -0.8371  0.361
8 H -0.8550 -0.8505 -1.4101  0.382
9 H -0.7357 0.8581 -1.8668  0.315
10 H -0.6977 2.1534 0.8738  0.361
11 H 0.1946 -0.0992 2.2762  0.275
12 H -0.6273 -1.4092 1.2851  0.268
13 H 2.0179 0.0811 0.6220  0.343
14 H 1.4509 -1.0920 -1.4584  0.349

Summary:
- Kohn-Sham gap: 10.514 eV
- M: 88.11 g/mol
- SMILES string: C[C@@]1(O)C[C@H]1O
- ΔE to the lowest compared entry with this formula, charge and spin: 41.9 kcal/mol
- HOMO level: -0.3547 hartree
- E_LUMO: 0.86 eV

A cluster of 10 separate species, C22H64O10 in total in a non-equilibrium geometry. Source: OMol25; level of theory: the ωB97M-V functional and the def2-TZVPD basis.

Last column: Mulliken charge in e.
Geometry (Å):
1 C -5.8115 -2.6415 1.8974  -1.206
2 C -4.3546 -2.4983 1.4939  0.404
3 O -4.0008 -1.1279 1.3591  -0.485
4 H -6.5228 -2.0568 1.3096  0.322
5 H -5.9719 -2.3551 2.9370  0.295
6 H -6.1441 -3.6759 1.7529  0.364
7 H -4.1441 -3.0592 0.5759  0.183
8 H -3.7214 -2.9896 2.2337  -0.242
9 H -4.2620 -0.8135 0.4911  0.292
10 C -1.5175 -4.0592 3.5905  -1.156
11 C -0.3277 -3.1913 3.2586  0.574
12 O 0.5599 -3.2316 4.3716  -0.560
13 H -2.3447 -3.8571 2.9043  0.094
14 H -1.9589 -3.8222 4.5605  0.369
15 H -1.2412 -5.1118 3.5833  0.357
16 H -0.6233 -2.1484 3.0820  -0.048
17 H 0.1874 -3.5398 2.3555  0.195
18 H 1.3400 -2.6927 4.1972  0.236
19 C 0.8530 1.6817 3.4547  -0.174
20 C -0.1445 1.8199 4.5822  -0.373
21 O 0.0090 3.1379 5.1342  -0.549
22 H 0.9113 0.6316 3.1822  -0.201
23 H 1.8208 2.1292 3.6780  0.377
24 H 0.4848 2.2981 2.6283  0.093
25 H 0.0443 1.0853 5.3713  0.320
26 H -1.1605 1.7285 4.1872  0.239
27 H -0.6720 3.2857 5.7965  0.290
28 C -0.3107 -0.7593 0.6681  -0.666
29 C -0.7187 0.0197 -0.5549  0.440
30 O 0.3438 0.4516 -1.3706  -0.088
31 H 0.2426 -1.6731 0.4354  0.350
32 H -1.1942 -1.0536 1.2401  0.279
33 H 0.2912 -0.2300 1.4092  -0.242
34 H -1.3323 0.8853 -0.2688  -0.027
35 H -1.3531 -0.6866 -1.1202  -0.048
36 H -0.0161 0.8340 -2.1852  -0.075
37 C -0.3217 -0.5397 -4.6076  -0.616
38 C -0.5450 0.9123 -5.0057  -0.280
39 O -0.4555 1.6746 -3.8097  -0.434
40 H -0.4941 -1.2825 -5.3800  0.467
41 H -0.8944 -0.7278 -3.7009  -0.145
42 H 0.7310 -0.6103 -4.3158  0.183
43 H -1.5411 1.0498 -5.4459  0.329
44 H 0.1649 1.2750 -5.7563  0.289
45 H -0.8123 2.5598 -3.9142  0.202
46 C -2.5296 -3.2582 -3.3494  -0.598
47 C -3.9963 -3.2414 -3.7015  -0.223
48 O -4.7367 -3.6673 -2.5286  -0.514
49 H -1.8819 -2.8101 -4.0989  0.134
50 H -2.1785 -4.2738 -3.1569  0.366
51 H -2.3696 -2.6893 -2.4307  -0.014
52 H -4.2497 -3.8833 -4.5474  0.290
53 H -4.3059 -2.1932 -3.8101  0.281
54 H -5.6624 -3.4815 -2.7066  0.283
55 C 3.2387 -2.6435 2.2183  -0.687
56 C 3.8532 -2.1541 3.5205  -0.566
57 O 3.0077 -1.2692 4.2425  -0.464
58 H 2.7678 -1.7927 1.7221  0.074
59 H 2.5049 -3.4377 2.3548  0.382
60 H 4.0236 -2.9904 1.5477  0.292
61 H 4.7669 -1.6022 3.2499  0.501
62 H 4.2298 -3.0035 4.1078  0.282
63 H 3.5780 -0.6879 4.7476  0.280
64 C 2.7532 2.4929 -3.2620  -0.529
65 C 3.3768 3.5314 -2.3529  -0.191
66 O 4.5120 4.1289 -3.0231  -0.553
67 H 3.5195 1.8620 -3.7211  0.344
68 H 2.2927 3.0027 -4.1072  0.333
69 H 2.1326 1.8355 -2.6559  -0.097
70 H 3.6606 3.1328 -1.3717  0.191
71 H 2.6672 4.3334 -2.1107  0.284
72 H 5.0664 4.4468 -2.3017  0.302
73 C 4.4199 0.4040 0.3132  -1.201
74 C 4.0174 -0.2961 -0.9924  1.706
75 C 5.1386 -1.1628 -1.5278  -1.569
76 O 2.8578 -1.0862 -0.8281  -0.492
77 H 4.6717 -0.3308 1.0873  0.122
78 H 3.5653 0.9059 0.7759  0.272
79 H 5.2734 1.0586 0.1457  0.451
80 H 3.8537 0.5100 -1.7200  -0.621
81 H 4.8048 -1.6249 -2.4586  0.401
82 H 5.3786 -1.9592 -0.8221  0.293
83 H 6.0078 -0.5441 -1.7516  0.389
84 H 2.0749 -0.5540 -1.0157  0.173
85 C -3.3856 5.1340 -0.4900  -1.346
86 C -1.8871 5.1641 -0.2151  0.311
87 C -1.2703 3.7504 -0.1565  -0.761
88 O -1.1807 5.9526 -1.1567  -0.554
89 H -3.8811 6.0922 -0.2932  0.368
90 H -3.9832 4.5026 0.1766  0.333
91 H -3.6252 4.8433 -1.5135  0.318
92 H -1.7719 5.5310 0.8092  0.312
93 H -1.7105 3.0425 -0.8615  0.134
94 H -1.3848 3.3850 0.8639  0.303
95 H -0.2139 3.8173 -0.4137  0.219
96 H -0.8814 6.7519 -0.7164  0.325

Summary:
- Kohn-Sham gap: 10.033 eV
- M: 488.74 g/mol
- SMILES string: CC(C)O.CC(C)O.CCO.CCO.CCO.CCO.CCO.CCO.CCO.CCO
- ΔE to the lowest compared entry with this formula, charge and spin: 31.3 kcal/mol
- HOMO level: -0.3563 hartree
- E_LUMO: 0.34 eV